{
  "formula": "C63H56F6N2P2PdS",
  "method": "ωB97M-V/def2-TZVPD",
  "symbols": ["H", "C", "C", "H", "C", "H", "C", "N", "F", "C", "C", "C", "C", "C", "C", "H", "C", "H", "H", "C", "C", "C", "H", "C", "C", "C", "C", "H", "C", "C", "H", "C", "C", "H", "C", "H", "C", "C", "H", "P", "H", "H", "H", "C", "C", "S", "C", "H", "H", "H", "C", "C", "C", "C", "H", "H", "H", "H", "C", "H", "C", "C", "H", "H", "H", "H", "H", "F", "H", "C", "H", "H", "H", "F", "C", "C", "H", "H", "H", "H", "H", "H", "C", "H", "C", "F", "Pd", "H", "C", "C", "C", "N", "H", "C", "C", "H", "C", "C", "C", "C", "C", "C", "H", "C", "H", "C", "H", "C", "C", "H", "C", "H", "H", "H", "P", "C", "H", "H", "F", "H", "C", "C", "C", "F", "C", "H", "C", "C", "H", "H", "H"],
  "positions_angstrom": [[-0.67084, 5.78765, -2.71698], [2.25560, -2.13404, -3.41769], [2.72406, 2.09795, -2.77280], [-3.18489, 1.94872, 1.07724], [-1.56393, -3.45278, -2.97063], [-4.20115, -4.98054, 4.76480], [3.28900, 6.33696, 3.56445], [1.95641, 6.07819, -2.10787], [1.31686, 7.71886, 6.08745], [-0.76765, 3.91618, 0.13577], [-1.64561, -0.38983, 1.62521], [-1.55042, 3.48762, 1.35786], [-1.52079, -4.72932, -0.32653], [-1.86365, -4.25351, 4.98383], [1.95915, 0.45986, 0.86900], [-1.08329, -4.83774, 4.46885], [-4.28094, -1.80195, -1.63169], [2.75755, -2.86374, 0.72922], [-2.22640, -1.45329, -3.48191], [1.71749, 2.60087, -3.59831], [-0.97480, -4.62655, -3.46373], [-0.90512, -3.68051, -5.68647], [3.94763, 5.64734, -1.50686], [-0.48434, -5.84057, 1.56650], [-1.46355, -2.49578, -5.20095], [0.46593, 1.98725, -3.62042], [-2.99098, -0.91427, 1.58248], [1.91833, 3.47522, -4.21976], [0.20773, 0.86131, -2.83461], [-1.79313, -2.38202, -3.85007], [1.55715, 5.89439, -4.17056], [-1.73846, -7.13112, -0.05592], [0.57525, 3.61646, 0.19108], [-2.42060, -4.92686, 5.64233], [2.35103, -4.78523, -2.57133], [2.59604, 7.27593, -3.66239], [1.23360, 0.33192, -2.03697], [-1.10065, -2.09230, 3.33291], [0.10825, -5.78864, 2.48273], [-1.93859, -3.21757, -1.21171], [3.68639, 2.60532, -2.69431], [4.11812, 7.02558, 3.66328], [0.81713, 7.32055, -3.36750], [1.77065, -2.46673, -2.14023], [-1.23998, 4.59872, -1.00075], [-0.44646, 3.59569, 2.87539], [1.71462, 6.67658, -3.40050], [-0.78636, -7.98160, 1.68328], [-6.56015, -4.40523, 0.13661], [-4.37888, -2.37280, 2.32584], [2.35541, 4.28784, 2.65686], [3.44304, 5.11341, 2.90931], [-5.93013, -3.66713, -0.35831], [-2.11234, 2.07711, 1.25482], [3.56199, 7.36210, -1.87494], [0.90299, 2.86887, 0.91355], [-3.63910, -1.03867, -2.07732], [-2.61363, -6.00451, -1.68780], [2.03076, 6.62499, 4.08017], [3.18971, -2.82392, -5.22633], [4.81400, 4.72433, 2.41161], [2.50546, 0.93476, -2.03999], [0.29483, -0.63976, 2.60347], [1.43032, -4.09724, -0.75113], [2.56128, 3.38514, 2.09271], [-4.11462, -4.79588, 0.01002], [3.32195, 0.49765, -1.46090], [4.96669, 3.36725, 2.27790], [-4.32905, -4.67003, 3.01398], [-0.70468, -1.06718, 2.49601], [-0.31754, 2.38938, -4.26290], [-0.77990, 0.39314, -2.84082], [-0.22267, -5.67054, -5.17671], [2.98141, 8.64144, 4.97022], [1.82273, -3.80916, -1.72722], [3.49442, -0.10518, 2.63094], [-2.11586, -8.08370, -0.42775], [-1.36680, -3.49367, 5.60344], [-2.30729, 4.68599, -1.21810], [2.99601, 6.62182, -0.34212], [-7.56153, -2.35425, -0.88079], [-3.73683, -0.36850, 1.00202], [3.18438, 6.43915, -1.41493], [-2.40778, 4.14918, 1.50423], [-4.55638, -3.90496, -0.43925], [5.05039, 5.26584, 1.15898], [-1.03110, -1.47453, -0.15322], [-6.09090, -0.68824, -2.01215], [-0.66459, -4.74309, -4.81532], [-0.98542, -7.06839, 1.11956], [0.95229, 5.75577, 3.90348], [-2.79507, -3.65047, 4.05824], [2.23274, -1.09797, -3.75322], [2.76709, -1.82029, 1.06026], [1.04728, 4.61244, 3.08939], [2.57096, 4.19333, -0.31724], [1.82742, 7.92151, 4.82840], [1.06524, 5.20365, -1.54868], [2.80289, -3.10887, -4.24762], [-3.73360, -2.98932, -1.11570], [-3.35668, -1.98885, 2.38125], [-6.48359, -2.51623, -0.92610], [4.14209, 0.23985, 3.44066], [-2.43170, -2.59573, 3.27853], [1.45179, 1.22375, 0.27735], [-4.12175, -4.21142, 3.99323], [-0.76354, -5.44835, -2.78412], [-1.30183, 1.01565, 1.34106], [-0.73118, -4.67817, 0.83487], [3.25855, -5.20349, -4.48963], [2.56351, 0.78243, 2.08182], [-0.39314, -2.53500, 4.03889], [-0.00054, 5.98869, 4.37089], [2.32471, 1.70715, 2.60436], [0.98711, -1.20316, -1.09984], [2.01819, -0.85269, 0.36577], [2.38465, -5.82654, -2.24516], [4.22650, -2.14152, 2.62628], [0.93654, 8.73191, 4.16726], [-0.67261, -3.79214, -6.74581], [2.84430, -4.43856, -3.83170], [-5.65904, -1.58490, -1.56442], [-0.32399, 5.21055, -1.85752], [5.82488, 5.16836, 3.21712], [1.50941, 4.31342, -0.54279], [-0.24043, 1.23360, 1.33030], [3.56306, -1.41740, 2.14751], [-2.01503, -5.96715, -0.77496], [-1.66848, -1.66999, -5.88460], [-0.30783, -3.72382, 1.16652], [-4.88319, -3.44145, 4.17722]],
  "atomic_forces_ev_per_a": [[0.000, -0.208, 0.330], [0.014, 0.159, 0.183], [-0.020, -0.292, -0.052], [0.233, 0.249, 0.492], [0.375, 0.056, -0.313], [-0.162, 0.179, -0.248], [-0.437, -0.420, -0.103], [0.301, 0.053, -0.228], [0.515, 0.114, -1.327], [-0.467, -0.290, -0.576], [-0.454, -0.213, 1.639], [-0.213, 0.465, -1.275], [0.224, -0.325, 0.295], [0.403, -0.086, 0.308], [-0.213, -0.181, 0.113], [-0.176, 0.128, 0.098], [-0.348, -0.126, 0.020], [0.160, 0.405, 0.146], [0.124, -0.195, -0.160], [-0.063, -0.103, 0.174], [-0.129, 0.205, 0.158], [-0.080, -0.152, 0.146], [-0.016, 0.316, 0.101], [-0.042, -0.092, -0.153], [-0.147, -0.052, 0.121], [-0.086, -0.043, -0.148], [0.979, 0.295, 0.263], [-0.149, -0.224, 0.240], [0.316, 0.141, 0.170], [0.138, -0.144, -0.200], [0.067, 0.431, 0.199], [-0.021, 0.190, -0.130], [0.876, 0.184, -0.080], [0.277, 0.196, -0.121], [0.096, 0.046, 0.094], [-0.469, -0.172, -0.116], [-0.624, 0.189, -0.398], [-0.034, -0.215, -0.303], [-0.150, -0.039, -0.330], [0.451, -0.535, -1.101], [-0.221, -0.214, -0.167], [-0.059, -0.073, 0.139], [0.371, -0.072, -0.221], [-0.117, -0.503, -0.232], [0.391, 0.069, 0.333], [-0.247, -1.068, 1.950], [-0.396, -0.007, -0.073], [-0.045, 0.296, -0.164], [0.078, 0.248, -0.107], [0.405, 0.238, 0.005], [-0.467, -0.170, -0.196], [0.021, 0.137, 0.193], [0.238, -0.042, -0.084], [0.318, -0.422, 0.005], [0.004, -0.345, 0.307], [-0.010, 0.696, -0.057], [-0.245, -0.250, 0.106], [0.105, -0.115, 0.326], [0.446, -0.014, 0.104], [-0.110, -0.083, 0.273], [1.083, 0.058, -0.605], [-0.052, 0.071, 0.082], [-0.283, -0.166, -0.066], [0.059, 0.005, -0.220], [-0.173, 0.324, 0.035], [-0.268, 0.254, -0.116], [-0.268, 0.219, -0.138], [-0.227, 1.116, 0.123], [0.058, 0.053, 0.177], [-0.808, 0.466, 0.088], [0.179, -0.100, 0.206], [0.289, 0.177, -0.003], [-0.107, 0.239, 0.023], [-1.106, -0.845, -0.167], [-0.021, 0.030, -0.138], [-0.424, -0.196, 0.030], [0.108, 0.227, 0.174], [-0.182, -0.237, -0.060], [0.285, 0.134, 0.254], [0.056, -0.081, -0.402], [0.333, -0.013, 0.006], [0.119, -0.305, 0.112], [0.004, -0.261, -0.012], [0.316, 0.138, 0.148], [0.047, 0.206, -0.193], [-0.213, -0.598, 1.168], [-0.144, 0.402, 0.173], [0.145, -0.248, 0.190], [0.016, 0.142, 0.014], [-0.009, 0.184, -0.028], [-0.463, -0.120, -0.459], [0.167, 0.461, -0.247], [-0.037, -0.314, 0.016], [0.033, 0.226, 0.154], [0.637, 1.032, -0.377], [-0.276, 0.020, -0.253], [-0.409, 1.177, 0.702], [-0.201, 0.072, 0.646], [-0.087, -0.081, 0.079], [-0.134, 0.497, 0.565], [-0.033, -0.192, -0.235], [0.151, -0.135, -0.070], [-0.353, -0.317, -0.092], [0.118, -0.296, 0.065], [0.014, -0.338, 0.399], [-0.514, -0.011, -0.130], [0.050, 0.169, -0.267], [-0.080, 0.407, -0.410], [-0.148, -0.038, -0.057], [-0.108, 0.202, 0.213], [0.378, -0.205, -0.232], [-0.192, 0.264, -0.411], [0.072, 0.079, -0.174], [0.318, -0.192, -0.371], [1.347, -0.180, -0.725], [-0.008, -0.265, 0.391], [-0.017, 0.323, -0.057], [-0.193, 0.262, -0.204], [0.786, -0.794, 0.622], [-0.041, 0.113, 0.290], [-0.064, 0.110, 0.132], [0.156, -0.056, 0.048], [0.367, -0.017, -0.085], [-1.173, -0.481, -0.787], [-0.109, 0.004, -0.533], [-0.146, -0.136, 0.533], [-0.115, -0.155, -0.360], [0.034, 0.065, 0.205], [0.099, -0.223, 0.244], [-0.217, -0.316, -0.031], [0.073, -0.221, 0.044]],
  "mulliken_charge": [0.439, -0.796, -1.058, 0.446, 1.325, 0.259, -0.921, 0.247, -0.249, -0.091, -1.584, -0.334, 0.465, -0.839, 0.283, 0.183, -0.326, 0.435, -0.033, -0.473, -0.342, -0.748, 0.290, -0.887, -0.856, -0.725, -0.300, 0.377, -0.476, -0.391, 0.278, -0.936, 2.159, 0.313, -1.109, 0.335, 0.040, -0.797, 0.545, 1.157, 0.464, 0.586, 0.317, 0.957, -1.164, -0.470, -0.951, 0.466, 0.477, 0.448, -0.102, -0.410, -0.780, -0.812, 0.394, -0.935, 0.166, 0.593, 0.166, 0.468, 0.746, -0.229, 0.359, 0.281, 0.333, 0.362, 0.620, -0.206, 0.256, 0.051, 0.411, 0.094, 0.465, -0.268, 0.069, -1.254, 0.461, 0.384, 0.493, 0.253, 0.423, 0.409, -0.907, 0.902, -0.447, -0.235, 0.187, 0.467, -0.899, -0.889, -1.058, 0.180, 0.437, -0.868, 0.659, 0.605, 0.757, -0.142, -0.883, 1.369, -0.146, -0.587, 0.478, 0.651, -0.710, -0.824, 0.486, 0.514, -0.460, 0.440, 0.085, 0.481, 0.490, 0.776, 2.863, 0.433, 0.475, 0.469, -0.247, 0.430, -0.672, -0.874, -0.811, -0.266, -0.493, 0.159, -0.902, -0.077, 0.461, 0.089, 0.361],
  "energy_ev": -118404.090,
  "multiplicity": 1,
  "total_charge": 2
}